{"formula": "C5H10NO", "method": "ωB97M-V/def2-TZVPD", "elements": ["C", "C", "C", "N", "C", "C", "O", "H", "H", "H", "H", "H", "H", "H", "H", "H", "H"], "coordinates": [[0.37179, 1.69311, 1.47155], [0.00661, 0.36880, 0.65287], [0.76912, -0.85394, 0.73925], [0.65677, -0.27967, -0.53502], [-0.35877, -0.73944, -1.49684], [-1.61081, -0.61254, -0.71533], [-1.40204, 0.37064, 0.32183], [-0.05122, 2.58048, 1.17338], [1.54339, 1.78697, 1.36371], [0.07224, 1.48203, 2.38759], [1.67338, -0.84826, 1.34745], [0.34473, -1.81167, 0.66154], [1.29161, 0.28307, -1.06770], [-0.25932, -1.78277, -1.73260], [-0.36237, -0.28698, -2.52999], [-2.49502, -0.28786, -1.24440], [-1.85756, -1.58366, -0.36779]], "forces_ev_per_angstrom": [[4.865, -2.873, -5.107], [-3.893, 2.364, 0.595], [0.736, -1.459, 2.404], [1.031, 3.124, -3.969], [-0.368, -0.538, -1.504], [-1.662, 1.162, 0.661], [2.085, -0.946, 0.219], [-1.224, 1.696, -1.323], [-2.263, -0.041, 0.706], [-0.967, -0.997, 4.447], [0.204, 0.205, -0.708], [-0.857, -1.160, 0.702], [1.410, 0.117, 0.474], [0.653, -0.615, 0.128], [0.537, 0.514, 1.546], [0.015, 0.239, -0.436], [-0.301, -0.793, 1.163]], "total_charge": 1, "smiles": "C[C@]12C[N@H+]1CCO2", "energy_ha": -326.16268}

=====

{"formula": "C5H10NO", "method": "ωB97M-V/def2-TZVPD", "elements": ["C", "C", "C", "C", "N", "C", "O", "H", "H", "H", "H", "H", "H", "H", "H", "H", "H"], "coordinates": [[2.51910, 0.75603, -0.40436], [1.66816, -0.26245, -0.53617], [0.57218, -0.54477, 0.47673], [-0.71873, 0.23292, 0.17607], [-1.84513, -0.21321, 1.06081], [-1.23492, 0.07081, -1.25346], [-2.42730, 0.00626, -1.47548], [2.66185, 1.33944, 0.50863], [3.24027, 1.04783, -1.20842], [1.75046, -1.01377, -1.39287], [0.31772, -1.60642, 0.46210], [0.90528, -0.30674, 1.50804], [-0.59576, 1.34401, 0.35953], [-1.88292, -1.16691, 1.10280], [-2.74206, 0.06983, 0.63573], [-1.70383, 0.14587, 2.02644], [-0.48434, 0.10127, -2.04612]], "forces_ev_per_angstrom": [[0.912, 0.013, -0.800], [0.209, -0.576, -0.642], [0.138, -0.011, 0.529], [0.290, 0.924, -0.231], [0.273, 3.387, 0.615], [-1.109, 0.459, -0.142], [1.101, -0.179, 0.429], [-0.628, -0.032, -0.201], [-0.659, -0.664, 0.765], [-0.243, 1.472, 1.003], [0.073, -0.138, 0.015], [-0.098, -0.044, -0.524], [0.018, -1.157, -0.256], [0.018, -3.515, 0.207], [0.085, 0.306, 0.102], [-0.454, -0.175, -0.727], [0.074, -0.068, -0.141]], "total_charge": 1, "smiles": "C=CC[C@H]([NH3+])C=O", "energy_ha": -326.21121}

=====

Per-record HOMO, eV: -15.05 -13.85
Per-record gap between HOMO and LUMO, eV: 11.9476 9.8639
Per-record ΔE to the lowest compared entry with this formula, charge and spin, kcal per mole: 74.75 44.30